The following is a quantum chemistry calculation of a 5-piece molecular cluster, C16H47N4O5 overall in a non-equilibrium geometry, from the OMol25 dataset.

As for the orbital gap (spin up / spin down): 10.29 / 3.94 eV. The spin multiplicity is 2. Its HOMO energy (spin up / spin down) is -15.4282 / -15.1375 eV. The charge is +2.

Cartesian coordinates (Å):
O -0.399 -0.556 -0.393
H -0.036 -1.303 -0.875
H 0.280 0.101 -0.227
H -1.072 -0.129 -0.928
C -1.608 -3.459 -1.863
C -0.143 -3.389 -2.173
C 0.205 -2.363 -3.269
O -0.248 -1.089 -2.896
C 0.337 -0.052 -3.693
N 0.547 -3.214 -0.891
H -1.970 -2.500 -1.494
H -1.858 -4.220 -1.123
H -2.146 -3.803 -2.747
H 0.135 -4.357 -2.589
H -0.184 -2.809 -4.184
H 1.261 -2.619 -3.343
H 1.111 0.546 -3.213
H -0.399 0.727 -3.890
H 0.718 -0.284 -4.687
H 0.441 -3.960 -0.218
H 1.528 -3.163 -1.123
C -1.079 -0.722 3.709
C 0.347 -0.557 2.937
C 1.595 -0.392 3.822
O 1.581 0.805 4.512
C 1.853 1.964 3.761
N 0.495 -1.736 2.062
H -0.883 -1.558 4.380
H -1.862 -1.019 3.012
H -1.445 -0.012 4.451
H 0.168 0.221 2.195
H 2.381 -0.494 3.074
H 1.907 -1.247 4.423
H 1.590 1.892 2.706
H 2.900 2.267 3.725
H 1.207 2.755 4.143
H -0.395 -2.172 1.869
H 0.926 -2.479 2.594
C 2.841 3.576 -0.493
C 2.613 2.049 -0.723
C 3.477 1.076 0.035
O 3.562 -0.182 -0.650
C 3.841 -1.396 0.098
N 1.202 1.922 -0.406
H 2.672 3.825 0.555
H 2.203 4.193 -1.125
H 3.898 3.840 -0.472
H 2.805 1.843 -1.776
H 3.181 0.985 1.080
H 4.425 1.528 0.329
H 4.783 -1.205 0.612
H 3.678 -2.235 -0.579
H 2.998 -1.280 0.780
H 0.704 2.400 -1.143
H 0.814 2.453 0.361
C -3.386 3.338 -1.062
C -2.792 1.938 -0.678
C -3.870 0.924 -0.301
O -3.167 -0.239 0.139
C -3.959 -1.135 0.954
N -1.952 1.497 -1.752
H -2.660 4.142 -1.184
H -4.092 3.657 -0.294
H -3.978 3.317 -1.977
H -2.016 2.025 0.082
H -4.530 0.777 -1.156
H -4.469 1.291 0.532
H -3.335 -2.024 1.048
H -4.808 -1.476 0.361
H -4.228 -0.621 1.876
H -2.608 1.214 -2.466
H -1.636 2.365 -2.160

The following is a quantum chemistry calculation of C16H48BCaF4O8 as an isolated structure in a non-equilibrium geometry, from the OMol25 dataset.

As for the orbital gap: 8.46 eV. The spin multiplicity is 1. Its HOMO energy is -11.6956 eV. The charge is +1.

Cartesian coordinates (Å):
Ca 1.360 -0.592 -2.002
B -0.503 -0.279 0.108
F -0.883 0.887 0.717
F -0.712 -0.036 -1.207
F 0.841 -0.561 0.324
F -1.218 -1.337 0.505
C -0.743 3.013 2.699
C -0.979 4.017 3.751
O -0.908 5.287 3.146
H 0.184 3.148 2.140
H -1.575 3.041 1.996
H -0.712 2.020 3.147
H -0.205 3.960 4.516
H -1.990 3.887 4.138
H -1.403 5.903 3.691
C -5.207 1.996 0.353
C -3.745 1.601 0.532
O -3.617 0.223 0.154
H -5.518 1.804 -0.673
H -5.464 3.042 0.520
H -5.811 1.395 1.033
H -3.442 1.728 1.571
H -3.053 2.243 -0.013
H -2.731 -0.038 0.415
C 3.470 -0.165 2.575
C 3.097 1.284 2.283
O 3.683 1.700 1.079
H 2.950 -0.513 3.467
H 4.544 -0.244 2.744
H 3.099 -0.814 1.782
H 3.385 1.901 3.134
H 2.010 1.356 2.255
H 3.618 2.656 1.023
C 4.669 1.859 -2.228
C 4.601 0.455 -1.699
O 3.330 0.271 -1.067
H 5.570 2.006 -2.823
H 4.655 2.646 -1.473
H 3.858 1.955 -2.949
H 5.362 0.435 -0.918
H 4.842 -0.228 -2.513
H 3.396 0.674 -0.199
C 1.563 -3.657 1.216
C 1.415 -3.726 -0.325
O 2.175 -2.730 -0.961
H 1.012 -4.478 1.674
H 1.164 -2.692 1.530
H 2.586 -3.808 1.561
H 0.351 -3.613 -0.535
H 1.751 -4.663 -0.768
H 3.067 -3.056 -0.820
C -3.964 -5.208 0.262
C -3.238 -3.798 0.212
O -2.058 -3.820 1.055
H -3.521 -5.926 -0.428
H -5.005 -4.982 0.032
H -3.994 -5.669 1.249
H -3.908 -2.970 0.444
H -2.871 -3.664 -0.806
H -1.522 -3.025 0.995
C 0.066 3.550 -0.930
C 1.316 2.618 -1.215
O 1.046 1.783 -2.304
H 0.308 4.174 -0.069
H -0.871 3.025 -0.746
H -0.087 4.251 -1.751
H 1.497 2.011 -0.328
H 2.235 3.143 -1.476
H 0.897 2.389 -3.033
C -2.345 -2.206 -3.002
C -1.088 -1.681 -3.705
O 0.037 -2.163 -2.988
H -2.337 -3.293 -2.921
H -3.283 -1.993 -3.515
H -2.483 -1.886 -1.970
H -1.068 -0.596 -3.813
H -0.924 -2.124 -4.688
H -0.025 -3.104 -3.166

The following is a quantum chemistry calculation of a 9-piece molecular cluster, C16H48BF4O8 overall in a non-equilibrium geometry, from the OMol25 dataset.

As for the orbital gap: 9.29 eV. The spin multiplicity is 1. Its HOMO energy is -6.6954 eV. The charge is -1.

Cartesian coordinates (Å):
B 152.082 141.999 39.908
F 153.155 141.226 40.365
F 152.599 143.012 39.002
F 151.278 141.240 39.145
F 151.299 142.550 40.873
C 151.982 147.598 40.192
C 151.820 146.191 40.250
O 151.949 145.667 38.906
H 151.153 147.978 39.900
H 152.690 147.872 39.541
H 152.121 148.111 41.199
H 150.849 145.905 40.591
H 152.546 145.832 40.944
H 152.175 144.728 38.892
C 151.731 145.126 44.065
C 152.732 144.006 43.626
O 154.008 144.435 43.579
H 151.899 145.277 45.096
H 150.654 144.829 44.003
H 151.837 146.133 43.664
H 152.755 143.595 42.610
H 152.415 143.014 44.239
H 154.541 143.885 42.947
C 150.705 137.133 39.130
C 151.899 137.422 39.974
O 152.718 138.349 39.314
H 149.899 136.541 39.458
H 150.782 136.912 38.175
H 150.046 138.044 39.118
H 152.329 136.417 39.962
H 151.658 137.755 40.905
H 152.439 139.116 39.712
C 155.716 140.215 36.218
C 154.710 140.699 37.064
O 154.620 142.094 37.033
H 155.760 139.224 36.485
H 156.745 140.521 36.712
H 155.666 140.232 34.944
H 154.785 140.212 38.111
H 153.794 140.291 37.161
H 154.058 142.189 37.734
C 157.188 143.134 42.277
C 156.249 142.270 41.393
O 155.015 142.585 41.888
H 158.321 143.017 41.791
H 157.253 142.748 43.422
H 156.682 144.209 42.441
H 156.401 141.207 41.655
H 156.471 142.513 40.403
H 154.178 142.154 41.426
C 154.525 138.937 42.686
C 153.240 138.246 43.192
O 153.598 137.813 44.431
H 154.267 139.110 41.652
H 155.460 138.507 42.480
H 154.609 140.031 43.148
H 153.108 137.521 42.467
H 152.336 138.947 43.236
H 154.219 137.326 44.263
C 147.052 143.886 38.954
C 148.183 143.092 39.568
O 148.971 143.867 40.343
H 146.640 144.423 39.549
H 146.443 143.236 38.401
H 147.519 144.337 38.075
H 148.700 142.456 38.813
H 147.744 142.468 40.250
H 149.855 143.408 40.601
C 149.617 143.411 35.472
C 150.734 143.277 36.472
O 150.727 141.901 36.663
H 150.070 142.961 34.651
H 149.553 144.412 35.340
H 148.526 142.941 35.687
H 150.335 143.722 37.250
H 151.664 143.746 36.040
H 150.729 141.828 37.527

The following is a quantum chemistry calculation of a 6-piece molecular cluster, C16H48N4O6 overall in a non-equilibrium geometry, from the OMol25 dataset.

As for the orbital gap: 9.29 eV. The spin multiplicity is 1. Its structure (SMILES) is COC[C@H](C)N.COC[C@H](C)N.COC[C@H](C)N.COC[C@H](C)N.O.O. Its HOMO energy is -8.8259 eV. The charge is 0.

Cartesian coordinates (Å):
C 8.989 -24.477 -9.660
O 8.124 -23.721 -10.504
C 7.049 -24.454 -11.123
C 6.373 -23.562 -12.147
C 7.031 -23.293 -13.455
N 6.018 -22.265 -11.499
H 8.414 -25.032 -8.918
H 9.743 -23.943 -9.083
H 9.497 -25.272 -10.206
H 7.548 -25.362 -11.461
H 6.339 -24.667 -10.323
H 5.430 -24.000 -12.475
H 8.073 -23.049 -13.250
H 6.512 -22.486 -13.972
H 6.994 -24.099 -14.187
H 6.443 -21.554 -12.077
H 6.667 -22.334 -10.728
C 11.591 -15.491 -9.098
O 10.377 -16.189 -9.495
C 10.533 -17.607 -9.319
C 11.333 -18.281 -10.553
C 10.848 -18.222 -11.992
N 11.502 -19.593 -10.075
H 12.551 -15.839 -9.480
H 11.692 -15.465 -8.014
H 11.469 -14.442 -9.367
H 10.921 -17.971 -8.368
H 9.538 -18.052 -9.292
H 12.330 -17.859 -10.425
H 9.829 -18.607 -11.960
H 11.414 -18.819 -12.708
H 10.879 -17.193 -12.350
H 12.114 -20.042 -10.742
H 12.060 -19.548 -9.234
C 8.889 -18.332 -18.225
O 8.852 -18.004 -16.846
C 8.340 -19.015 -16.022
C 8.604 -18.842 -14.589
C 7.900 -19.897 -13.674
N 8.034 -17.533 -14.202
H 9.664 -19.097 -18.279
H 9.177 -17.458 -18.810
H 7.922 -18.715 -18.549
H 7.279 -19.124 -16.246
H 8.827 -19.950 -16.298
H 9.650 -18.715 -14.309
H 8.152 -20.906 -14.001
H 6.822 -19.937 -13.825
H 8.217 -19.976 -12.634
H 8.749 -16.898 -14.527
H 7.154 -17.364 -14.667
C 5.907 -21.571 -7.800
O 5.840 -22.178 -6.486
C 6.849 -23.199 -6.319
C 8.215 -22.669 -5.908
C 9.297 -23.634 -5.413
N 8.192 -21.670 -4.844
H 6.896 -21.147 -7.974
H 5.114 -20.824 -7.767
H 5.728 -22.229 -8.650
H 6.555 -23.893 -5.532
H 6.943 -23.819 -7.210
H 8.594 -22.213 -6.823
H 10.265 -23.136 -5.371
H 9.489 -24.353 -6.210
H 8.893 -24.128 -4.529
H 7.615 -20.888 -5.119
H 9.103 -21.252 -4.719
O 6.702 -19.185 -11.143
H 7.389 -19.527 -10.571
H 5.939 -19.732 -10.957
O 8.774 -20.337 -9.692
H 8.966 -20.719 -10.549
H 9.457 -19.680 -9.564

The following is a quantum chemistry calculation of C16H48N4O6 as an isolated structure in a non-equilibrium geometry, from the OMol25 dataset.

As for the orbital gap: 9.18 eV. The spin multiplicity is 1. Its HOMO energy is -8.7881 eV. The charge is 0.

Cartesian coordinates (Å):
O -1.283 -0.376 -2.892
H -1.864 0.375 -2.765
H -0.575 -0.242 -2.263
O 2.563 -0.658 1.788
H 2.949 -1.310 1.202
H 3.072 -0.731 2.595
C 3.487 3.782 -4.861
C 4.273 2.763 -4.054
C 3.561 2.310 -2.817
O 3.343 3.374 -1.835
C 3.000 2.929 -0.549
N 4.708 1.632 -4.806
H 4.086 4.156 -5.692
H 3.335 4.720 -4.327
H 2.528 3.439 -5.249
H 5.223 3.172 -3.711
H 4.245 1.658 -2.275
H 2.598 1.815 -2.943
H 3.765 3.330 0.116
H 3.016 1.852 -0.380
H 2.058 3.403 -0.272
H 5.228 1.896 -5.630
H 3.950 1.016 -5.065
C -0.535 -1.681 0.099
C 0.135 -0.356 0.436
C -0.278 0.776 -0.469
O -0.020 0.647 -1.813
C 1.263 1.040 -2.327
N -0.345 -0.161 1.811
H -0.178 -2.583 0.598
H -0.327 -1.834 -0.960
H -1.609 -1.718 0.282
H 1.219 -0.381 0.317
H 0.092 1.760 -0.180
H -1.357 0.901 -0.556
H 2.005 0.311 -1.999
H 1.523 2.053 -2.022
H 1.240 1.065 -3.417
H -0.264 -1.088 2.205
H 0.378 0.447 2.168
C 1.555 -1.316 4.241
C 0.426 -2.252 4.879
C -0.935 -1.560 4.972
O -1.764 -2.445 5.840
C -2.739 -1.734 6.569
N 0.563 -3.496 4.126
H 2.560 -1.729 4.155
H 1.830 -0.583 5.000
H 1.246 -1.020 3.239
H 0.821 -2.344 5.891
H -1.348 -1.478 3.967
H -0.757 -0.577 5.409
H -3.426 -2.494 6.943
H -3.295 -1.034 5.944
H -2.326 -1.398 7.520
H 0.068 -3.408 3.250
H -0.107 -4.118 4.555
C -3.317 0.740 0.145
C -3.111 0.204 -1.265
C -4.199 -0.796 -1.679
O -3.732 -2.025 -1.099
C -3.995 -3.149 -1.955
N -3.027 1.403 -2.198
H -4.290 1.227 0.086
H -2.672 1.529 0.531
H -3.384 -0.104 0.832
H -2.205 -0.400 -1.314
H -4.420 -0.810 -2.746
H -5.166 -0.586 -1.220
H -3.654 -4.130 -1.626
H -3.642 -3.132 -2.986
H -5.074 -3.268 -2.053
H -2.719 1.058 -3.096
H -3.973 1.724 -2.346

The following is a quantum chemistry calculation of a 8-piece molecular cluster, C16H48O12 overall in a non-equilibrium geometry, from the OMol25 dataset.

As for the orbital gap: 10.06 eV. The spin multiplicity is 1. Its structure (SMILES) is OCCO.OCCO.OCCO.OCCO.CCO.CCO.CCO.CCO. Its HOMO energy is -9.6611 eV. The charge is 0.

Cartesian coordinates (Å):
O 6.961 9.757 16.022
C 6.386 9.529 14.787
C 7.292 8.846 13.810
O 8.403 9.733 13.530
H 7.382 8.921 16.336
H 5.423 9.026 14.932
H 6.132 10.464 14.327
H 6.700 8.534 12.929
H 7.624 7.905 14.189
H 8.920 9.640 14.343
O 8.429 11.370 17.665
C 9.711 11.065 17.246
C 10.354 10.110 18.249
O 9.718 8.840 18.271
H 7.780 11.016 17.054
H 9.724 10.582 16.272
H 10.316 11.962 17.124
H 10.272 10.501 19.256
H 11.407 9.947 17.958
H 8.828 8.968 18.462
O 9.470 10.137 9.162
C 9.182 9.407 10.359
C 8.194 8.288 10.060
O 6.967 8.915 9.785
H 8.706 10.036 8.522
H 10.143 8.998 10.753
H 8.708 10.100 11.120
H 8.130 7.714 11.016
H 8.550 7.717 9.242
H 6.279 8.235 9.603
O 12.681 7.237 16.633
C 12.250 6.616 17.892
C 13.235 6.775 19.034
O 14.410 6.108 18.582
H 13.348 6.650 16.268
H 11.368 7.128 18.180
H 12.189 5.611 17.669
H 12.805 6.363 19.935
H 13.552 7.782 19.184
H 15.086 6.668 18.993
C 6.633 5.520 17.261
C 7.887 5.716 16.417
O 8.257 7.071 16.656
H 6.018 6.377 17.120
H 6.877 5.623 18.314
H 6.069 4.585 17.051
H 7.749 5.482 15.367
H 8.762 5.087 16.645
H 9.037 7.307 16.137
C 13.263 8.728 6.747
C 12.141 7.808 7.244
O 10.820 8.364 7.255
H 13.724 9.352 7.510
H 12.953 9.446 5.995
H 14.060 8.019 6.389
H 12.343 7.465 8.268
H 12.116 6.892 6.651
H 10.772 9.038 8.005
C 16.272 6.297 14.345
C 15.608 6.523 15.692
O 14.790 5.383 15.955
H 17.106 5.629 14.396
H 16.643 7.184 13.847
H 15.557 5.774 13.724
H 14.908 7.333 15.662
H 16.308 6.709 16.498
H 14.805 5.280 16.933
C 11.215 6.862 13.609
C 11.459 8.386 13.874
O 10.820 8.767 15.067
H 11.845 6.648 12.701
H 10.149 6.605 13.390
H 11.634 6.373 14.521
H 11.099 9.005 13.040
H 12.538 8.553 13.955
H 11.309 8.436 15.829

Number 5 is which compound? C16H48N4O6